Record 1
# H4IO2

A cluster of 3 separate species, H4IO2 in total (ωB97M-V/def2-TZVPD, OMol25).

Calculated values
HOMO level (eV): -3.87
Calculated total energy (Eh): -450.6723
ΔE to the lowest compared entry with this formula, charge and spin (kcal per mole): 5.88
Gap between HOMO and LUMO (eV): 7.609
Largest force on an atom (eV Å⁻¹): 2.79
Net charge: -1

```
7
Properties=species:S:1:pos:R:3:forces:R:3:nbo_charge:R:1
I 33.0360 5.6460 -1.1210 0.2 0.0 -0.2 -0.956
O 30.0080 4.2270 -2.0600 -2.1 -1.8 0.4 -0.964
H 30.8070 4.6950 -2.1230 2.2 1.3 0.0 0.495
H 29.3860 4.6130 -2.6650 -0.2 0.4 -0.4 0.447
O 31.3090 6.5990 1.7510 0.5 0.5 2.5 -0.973
H 30.5140 6.7490 1.2980 -1.6 0.2 -1.1 0.456
H 31.8660 6.1550 1.1390 1.0 -0.7 -1.3 0.495
```
Positions in Å, forces in eV/Å.

---

Record 2
# H4InO6P

A structure of composition H4InO6P (ωB97M-V/def2-TZVPD, OMol25).

Calculated values
HOMO level (eV): -8.12
Calculated total energy (Eh): -985.1542
ΔE to the lowest compared entry with this formula, charge and spin (kcal per mole): 65.85
Gap between HOMO and LUMO (eV): 5.222
Largest force on an atom (eV Å⁻¹): 3.01

```
12
Properties=species:S:1:pos:R:3:forces:R:3:nbo_charge:R:1
In 20.2876 11.2866 7.9452 0.0 -0.2 0.5 0.997
P 18.1302 9.2572 12.5451 -0.7 -1.2 2.0 2.372
O 18.7904 8.4833 11.3508 -1.0 0.9 0.9 -0.764
O 16.8311 8.6119 13.1739 2.2 0.9 -1.9 -0.899
O 17.7560 10.5577 11.8087 0.2 -0.4 -0.3 -0.759
O 19.2063 9.5312 13.6153 -0.4 0.1 -1.1 -0.946
O 24.3916 9.3976 8.9665 -0.3 0.2 -0.2 -0.951
H 25.2845 9.3974 8.6216 0.2 0.0 -0.1 0.472
H 24.4276 8.8162 9.7261 -0.1 -0.1 0.3 0.480
O 22.2188 12.0279 12.1902 0.2 0.1 -0.4 -0.959
H 21.6960 11.5641 12.8442 -0.3 -0.3 0.2 0.493
H 22.3417 12.9031 12.5578 0.0 0.2 0.1 0.466
```
Positions in Å, forces in eV/Å.

---

Record 3
# H4N

The ion H4N with charge +2 (ωB97M-V/def2-TZVPD, OMol25).

Calculated values
HOMO level (alpha / beta) (eV): -37.73 / -37.12
Calculated total energy (Eh): -55.9087
ΔE to the lowest compared entry with this formula, charge and spin (kcal per mole): 41.38
Gap between HOMO and LUMO (alpha / beta) (eV): 24.802 / 9.540
Largest force on an atom (eV Å⁻¹): 7.14
Spin multiplicity: 2
Net charge: +2

```
5
Properties=species:S:1:pos:R:3:forces:R:3:nbo_charge:R:1
N -0.0007 0.0135 0.0432 -3.5 1.1 5.2 -0.370
H -0.3098 0.8325 -0.4184 -2.8 3.2 -4.4 0.589
H 0.1175 -0.6848 -0.7426 1.5 -2.6 -5.5 0.724
H 0.8741 0.1136 0.3965 6.6 -1.3 2.5 0.530
H -0.6811 -0.2749 0.7213 -1.7 -0.4 2.3 0.527
```
Positions in Å, forces in eV/Å.

---

Record 4
# H4N2

The molecule H4N2 (ωB97M-V/def2-TZVPD, OMol25).

Calculated values
HOMO level (eV): -7.69
Calculated total energy (Eh): -111.8150
ΔE to the lowest compared entry with this formula, charge and spin (kcal per mole): 31.50
SMILES: NN
Gap between HOMO and LUMO (eV): 8.980
Largest force on an atom (eV Å⁻¹): 8.23

```
6
Properties=species:S:1:pos:R:3:forces:R:3:nbo_charge:R:1
N -0.0743 -0.6542 -0.0863 7.7 -1.9 -2.2 -0.718
N -0.1584 0.7227 0.0218 -1.0 1.8 0.1 -0.661
H -0.9418 -0.9494 0.0362 -4.2 -2.8 -0.7 0.350
H 0.7137 -1.0538 -0.8708 -4.0 1.5 2.9 0.369
H 0.7494 1.0536 -0.1106 1.7 1.0 -0.5 0.332
H -0.2886 0.8811 1.0097 -0.1 0.3 0.4 0.329
```
Positions in Å, forces in eV/Å.

---

Record 5
# H4N2O2S

The molecule H4N2O2S (ωB97M-V/def2-TZVPD, OMol25).

Calculated values
HOMO level (alpha / beta) (eV): -8.27 / -8.27
Calculated total energy (Eh): -660.4379
ΔE to the lowest compared entry with this formula, charge and spin (kcal per mole): 85.64
Gap between HOMO and LUMO (alpha / beta) (eV): 7.981 / 7.981
Largest force on an atom (eV Å⁻¹): 3.18

```
9
Properties=species:S:1:pos:R:3:forces:R:3:nbo_charge:R:1
N -1.3447 -1.3941 -1.6340 1.8 1.4 0.4 -0.251
N -0.3644 -1.0625 -0.9404 1.8 -1.8 -1.5 -0.314
O 0.2279 1.9251 1.2093 -0.5 -0.3 2.5 -0.955
O 1.3006 -0.2014 0.6176 -0.9 -2.5 -0.8 -0.881
S -0.1258 0.5333 0.2540 -1.8 1.6 0.0 0.744
H -1.9227 -0.5227 -1.5732 -0.7 -0.8 0.4 0.316
H 0.5794 -1.6076 -1.0605 -2.4 0.0 0.3 0.376
H -0.1021 1.8078 2.1748 0.8 0.2 -2.4 0.474
H 1.7517 0.5221 0.9524 2.0 2.2 1.1 0.491
```
Positions in Å, forces in eV/Å.

---

Record 6
# H4N2O2S

The molecule H4N2O2S (ωB97M-V/def2-TZVPD, OMol25).

Calculated values
HOMO level (alpha / beta) (eV): -4.11 / -12.35
Calculated total energy (Eh): -660.3185
ΔE to the lowest compared entry with this formula, charge and spin (kcal per mole): 62.07
Gap between HOMO and LUMO (alpha / beta) (eV): 4.760 / 7.566
Largest force on an atom (eV Å⁻¹): 2.18
Spin multiplicity: 3

```
9
Properties=species:S:1:pos:R:3:forces:R:3:nbo_charge:R:1
N -0.7724 -0.9929 -0.1736 0.5 -1.0 -0.9 -0.795
N -0.0226 1.3908 0.4266 1.6 -0.3 -1.1 -1.059
O 1.5150 -0.5597 1.1556 0.8 0.4 0.8 -0.882
O 1.2110 0.0609 -1.2683 -0.5 0.0 0.6 -0.832
S 0.7180 -0.0466 0.0977 1.0 1.2 0.5 2.170
H -0.6521 -1.9565 0.1141 -0.6 -1.0 0.6 0.348
H -0.9847 -0.9494 -1.1710 -1.7 0.1 -1.4 0.250
H -0.5653 1.3237 1.2525 -0.8 0.3 0.8 0.404
H -0.4469 1.7297 -0.4335 -0.3 0.4 0.2 0.394
```
Positions in Å, forces in eV/Å.

---

Record 7
# H4N2O2Si

A cluster of 2 separate species, H4N2O2Si in total (ωB97M-V/def2-TZVPD, OMol25).

Calculated values
HOMO level (eV): -9.95
Calculated total energy (Eh): -551.7142
ΔE to the lowest compared entry with this formula, charge and spin (kcal per mole): 63.61
SMILES: N=[SiH2].O=NO
Gap between HOMO and LUMO (eV): 9.359
Largest force on an atom (eV Å⁻¹): 4.68

```
9
Properties=species:S:1:pos:R:3:forces:R:3:nbo_charge:R:1
N -1.1745 -0.5211 -0.4805 -0.8 1.8 1.8 -1.387
Si -2.2572 0.3775 0.3260 1.2 -2.4 -3.8 1.428
H -0.8048 -0.7439 -1.3672 -0.6 -0.5 -1.0 0.393
H -3.6295 0.7230 -0.0371 -0.2 0.1 -0.1 -0.202
H -1.8131 0.7281 1.5486 0.6 0.9 2.9 -0.214
O 3.8887 0.0969 0.4942 -2.9 -0.9 -0.3 -0.314
N 2.7963 -0.4307 0.4878 1.9 0.2 0.4 0.340
O 1.9675 0.1227 -0.4295 -1.8 -0.1 -1.3 -0.564
H 1.0266 -0.3526 -0.5423 2.6 0.9 1.4 0.521
```
Positions in Å, forces in eV/Å.

---

Record 8
# H4N2O3

A cluster of 2 separate species, H4N2O3 in total (ωB97M-V/def2-TZVPD, OMol25).

Calculated values
HOMO level (alpha / beta) (eV): -9.28 / -8.70
Calculated total energy (Eh): -337.3251
ΔE to the lowest compared entry with this formula, charge and spin (kcal per mole): 46.59
Gap between HOMO and LUMO (alpha / beta) (eV): 9.857 / 8.824
Largest force on an atom (eV Å⁻¹): 3.00

```
9
Properties=species:S:1:pos:R:3:forces:R:3:nbo_charge:R:1
N -2.1639 0.0316 -0.5862 -1.9 1.2 -0.6 -0.523
N 2.1183 -0.2038 0.0033 1.0 1.3 2.3 -0.337
O -1.4066 -0.9959 -0.0559 0.6 -0.1 -0.1 -0.039
O 1.0089 0.1044 -0.5104 0.7 0.4 -0.6 -0.321
O -0.5081 -0.5014 0.7548 -0.3 -0.6 0.8 -0.169
H -1.8356 0.3971 -1.4671 0.8 -1.2 -1.0 0.339
H -1.9558 0.8601 -0.0660 -0.1 0.3 1.5 0.343
H 2.7194 -0.8928 -0.4501 -0.2 0.1 0.4 0.355
H 2.3955 0.2796 0.9558 -0.5 -1.4 -2.6 0.351
```
Positions in Å, forces in eV/Å.

---

Record 9
# H4N2O3Si

A cluster of 2 separate species, H4N2O3Si in total (ωB97M-V/def2-TZVPD, OMol25).

Calculated values
HOMO level (eV): -10.15
Calculated total energy (Eh): -626.9579
ΔE to the lowest compared entry with this formula, charge and spin (kcal per mole): 100.83
SMILES: [H]/N=[SiH]/ON=O.O
Gap between HOMO and LUMO (eV): 9.844
Largest force on an atom (eV Å⁻¹): 6.23

```
10
Properties=species:S:1:pos:R:3:forces:R:3:nbo_charge:R:1
H -2.1250 -1.2059 -1.1443 1.0 0.0 0.3 0.401
N -1.1641 -1.4587 -0.8626 0.3 1.7 -0.1 -1.335
Si 0.1142 -0.4783 -0.7187 2.3 -2.9 0.7 1.688
O 1.5595 -1.6196 -0.3808 -1.6 1.4 -0.4 -0.700
N 2.8721 -1.2261 -0.1615 -0.3 0.7 0.6 0.389
O 3.0073 -0.2692 0.5328 -0.5 -0.9 -0.7 -0.311
H 1.0191 0.7173 -0.7720 -1.1 0.1 -0.3 -0.137
O -1.2978 1.9591 0.8651 -4.6 1.0 4.1 -0.916
H -2.0368 2.3370 1.6354 3.7 0.4 -2.6 0.464
H -1.9486 1.2445 1.0064 0.9 -1.6 -1.5 0.456
```
Positions in Å, forces in eV/Å.

---

Record 10
# H4N2OS

A cluster of 2 separate species, H4N2OS in total (ωB97M-V/def2-TZVPD, OMol25).

Calculated values
HOMO level (alpha / beta) (eV): -10.25 / -10.25
Calculated total energy (Eh): -585.2688
ΔE to the lowest compared entry with this formula, charge and spin (kcal per mole): 25.12
Gap between HOMO and LUMO (alpha / beta) (eV): 9.489 / 9.490
Largest force on an atom (eV Å⁻¹): 3.85

```
8
Properties=species:S:1:pos:R:3:forces:R:3:nbo_charge:R:1
N -1.9239 1.5968 0.0274 0.9 1.2 -0.1 -0.973
N -0.5289 -0.5607 0.1108 0.6 2.7 -0.2 -0.995
O 2.2881 -0.9664 -0.0105 2.5 -2.7 -1.2 -0.970
S -0.4999 1.0127 0.1584 -1.0 -2.0 0.3 1.234
H -1.8387 2.6469 0.0404 -0.1 -1.2 0.0 0.374
H 2.5530 -1.9297 -0.3100 -1.1 3.0 1.0 0.470
H -1.4307 -0.8074 -0.2706 -0.6 -0.5 0.1 0.375
H 1.3812 -0.9923 0.2541 -1.2 -0.5 0.1 0.486
```
Positions in Å, forces in eV/Å.

---

Record 11
# H4N4O14Zn

A structure of composition H4N4O14Zn (ωB97M-V/def2-TZVPD, OMol25).

Calculated values
HOMO level (eV): -3.10
Calculated total energy (Eh): -3053.5011
ΔE to the lowest compared entry with this formula, charge and spin (kcal per mole): 176.44
Gap between HOMO and LUMO (eV): 3.322
Largest force on an atom (eV Å⁻¹): 4.74
Net charge: -2

```
23
Properties=species:S:1:pos:R:3:forces:R:3:nbo_charge:R:1
Zn -0.5996 -0.0602 -0.2497 0.9 0.0 0.1 1.345
N -0.3415 -4.0755 1.4582 0.1 -0.2 1.3 0.722
O -0.2819 -3.1010 0.7286 -0.7 3.0 -2.7 -0.566
O -1.4065 -4.6387 1.7119 -0.8 -0.6 0.0 -0.550
O 0.7169 -4.3978 1.9602 1.3 -1.6 1.1 -0.488
N 3.3255 -0.4352 -2.1008 2.2 -0.4 0.4 0.724
O 2.3929 -0.2872 -1.3442 -2.8 1.0 3.0 -0.501
O 4.4835 -0.2478 -1.6790 -0.1 0.2 -0.1 -0.506
O 3.1045 -0.8290 -3.2143 -0.1 -0.7 -3.0 -0.518
N -0.5559 4.2277 -1.0782 0.0 2.0 0.1 0.731
O -0.4541 4.9998 -0.1571 0.2 1.8 2.9 -0.530
O -0.5079 3.0419 -0.8520 -0.1 -4.3 0.2 -0.599
O -0.6926 4.7014 -2.1870 -0.5 -0.1 -3.1 -0.559
N 1.4528 0.8770 3.5975 2.2 1.1 -3.2 0.727
O 1.3144 0.3391 4.6313 -1.0 -1.7 4.3 -0.448
O 2.3685 1.6532 3.3696 0.9 1.4 0.2 -0.494
O 0.7446 0.5453 2.6424 -2.7 -1.0 -1.8 -0.518
O -1.3508 -0.6159 -2.9228 -0.2 0.0 0.7 -0.963
H -1.9738 -0.0756 -3.4087 -0.1 0.4 0.0 0.482
H -0.8894 -1.1151 -3.5966 0.5 -0.2 0.0 0.496
O -3.2447 -0.1677 0.7771 0.5 0.1 -0.4 -0.959
H -3.9819 -0.6438 0.3949 0.0 -0.3 -0.2 0.482
H -3.6228 0.3050 1.5187 0.2 0.3 0.3 0.490
```
Positions in Å, forces in eV/Å.

---

Record 12
# H4N4O2

A cluster of 2 separate species, H4N4O2 in total (ωB97M-V/def2-TZVPD, OMol25).

Calculated values
HOMO level (eV): -9.07
Calculated total energy (Eh): -371.6515
ΔE to the lowest compared entry with this formula, charge and spin (kcal per mole): 53.36
Gap between HOMO and LUMO (eV): 8.910
Largest force on an atom (eV Å⁻¹): 4.54

```
10
Properties=species:S:1:pos:R:3:forces:R:3:nbo_charge:R:1
N 0.9336 0.6108 -0.0009 2.0 0.2 -0.6 -0.052
N 2.1612 -0.0322 -0.0469 0.3 -2.1 0.0 -0.707
N -1.7421 0.7375 -0.4328 2.1 0.8 0.2 -0.162
N -0.0421 -0.1003 0.1466 -2.3 3.8 -0.7 0.319
O -0.3183 -1.2579 0.3274 0.4 -2.2 0.2 -0.455
O -2.4951 -0.1790 0.1573 -1.7 1.4 0.5 -0.528
H 2.1769 -1.0408 -0.3574 -0.1 1.7 0.6 0.382
H 3.0537 0.4816 -0.1134 -1.6 0.0 -0.1 0.404
H -1.8592 1.6879 0.0749 0.3 -1.9 -0.1 0.324
H -1.8686 -0.9076 0.2452 0.7 -1.9 0.0 0.474
```
Positions in Å, forces in eV/Å.